1.
C13H20Al2BrCl6FLiNO7PS2 as an isolated structure, computed with ωB97M-V with the def2-TZVPD basis set.

Cartesian coordinates (Å):
O -2.82 2.54 3.50
P -2.94 1.05 3.60
C -2.93 0.43 1.79
C -1.68 1.09 1.16
O -0.56 0.77 2.04
C 0.45 0.03 1.41
C 0.75 -1.22 1.95
C 1.75 -2.03 1.42
C 2.49 -1.57 0.33
C 2.16 -0.33 -0.21
C 1.16 0.49 0.31
C -4.26 0.94 1.17
C -4.93 -0.01 0.12
C -4.70 -1.55 0.29
Cl -3.79 -2.18 -1.19
C -3.95 -1.90 1.58
S -3.51 -3.67 1.43
N -2.72 -1.07 1.60
H -4.14 0.81 4.26
H -1.80 0.54 4.35
H -1.84 2.18 1.14
H -1.55 0.73 0.13
H 0.21 -1.63 2.81
H 2.00 -3.00 1.86
H 3.30 -2.16 -0.10
H 2.73 0.02 -1.10
H 0.90 1.47 -0.11
H -4.98 1.21 1.96
H -4.03 1.89 0.67
H -6.02 0.14 0.21
H -4.66 0.31 -0.90
H -5.64 -2.11 0.33
H -4.56 -1.62 2.54
H -2.83 -4.27 2.62
H -2.17 -1.17 0.73
H -2.10 -1.40 2.35
Cl -4.30 -1.21 4.20
Li -4.28 -2.13 -3.49
O 4.26 0.20 -2.42
S 4.08 0.94 -3.68
O 3.91 0.01 -4.77
O 5.25 1.80 -3.90
O 2.86 1.85 -3.58
Al 0.01 0.90 4.41
C 8.61 3.72 -4.15
Cl 8.82 2.36 -5.25
Cl 8.58 3.17 -2.47
Cl 9.90 4.91 -4.38
H 7.67 4.20 -4.37
Br -3.11 -0.54 -5.06
F 3.69 3.31 -4.14
Al 4.04 1.06 0.27
Cl -2.99 -4.07 4.26
O 5.41 -2.41 -3.52
H 4.78 -1.84 -4.01

The value obtained for the HOMO energy is -10.31 eV. The value obtained for the energy is -8153.1128 Eh. For the orbital gap, the calculation gives 1.35 eV. As for the charge: +1. Its LUMO energy is -8.965 eV.

Charges per atom according to Löwdin partitioning, unit e:
1 O -0.40
2 P 0.63
3 C -0.42
4 C -0.11
5 O -0.29
6 C -0.31
7 C -0.03
8 C -0.01
9 C -0.05
10 C -0.29
11 C -0.04
12 C -0.11
13 C -0.14
14 C -0.59
15 Cl 0.55
16 C -0.74
17 S 0.74
18 N 0.03
19 H -0.06
20 H -0.19
21 H 0.14
22 H 0.16
23 H 0.11
24 H 0.14
25 H 0.14
26 H 0.04
27 H 0.15
28 H 0.12
29 H 0.13
30 H 0.13
31 H 0.11
32 H 0.12
33 H -0.08
34 H -0.30
35 H 0.14
36 H 0.13
37 Cl 0.12
38 Li 0.50
39 O -0.42
40 S 0.32
41 O -0.26
42 O -0.27
43 O -0.10
44 Al 1.05
45 C -1.56
46 Cl 0.53
47 Cl 0.50
48 Cl 0.52
49 H 0.01
50 Br -0.51
51 F -0.10
52 Al 1.05
53 Cl 0.01
54 O 0.07
55 H -0.01

=====

2.
A 2-piece molecular cluster, C5H13N3 overall, computed with ωB97M-V with the def2-TZVPD basis set.

Cartesian coordinates (Å):
C 1.53 0.40 -0.16
C 1.50 -0.68 1.18
C 2.63 0.26 0.83
H 3.55 -0.19 0.48
H 1.63 -0.04 -1.14
H 0.86 1.24 -0.10
H 0.99 -0.44 2.11
H 1.78 -1.72 1.09
H 2.78 1.10 1.50
C -1.56 0.43 -0.63
N -1.73 0.87 0.70
N -1.62 1.43 -1.60
N -0.96 -1.77 0.10
C -1.23 -0.86 -0.91
H -2.17 0.15 1.27
H -2.22 1.75 0.76
H -1.59 1.08 -2.55
H -2.39 2.08 -1.49
H -0.13 -1.32 0.76
H -0.54 -2.62 -0.27
H -1.10 -1.15 -1.94

As for the SMILES: NC=C(N)N.C1CC1. For the relative energy (zero: lowest compared OMol25 entry of this formula, charge and spin), the calculation gives 63.0 kcal/mol. The value obtained for the HOMO energy is -6.46 eV. The value obtained for the energy is -362.4819 Eh. For the orbital gap, the calculation gives 7.53 eV. As for the charge: 0. Its LUMO energy is 1.069 eV.

Charges per atom according to Löwdin partitioning, unit e:
1 C -0.07
2 C -0.15
3 C -0.24
4 H 0.10
5 H 0.09
6 H 0.07
7 H 0.09
8 H 0.09
9 H 0.10
10 C -0.50
11 N 0.10
12 N 0.07
13 N -0.02
14 C -0.25
15 H 0.08
16 H 0.08
17 H 0.08
18 H 0.07
19 H 0.07
20 H 0.06
21 H 0.10

=====

3.
C3H7ClN2 as an isolated structure, computed with ωB97M-V with the def2-TZVPD basis set.

Cartesian coordinates (Å):
C 0.70 -0.24 -0.26
C -0.61 -1.00 -0.40
C -1.48 -0.33 0.63
H 3.55 -1.37 -1.01
H 3.10 0.72 -0.13
H 0.64 0.81 -0.24
H -1.16 -0.88 -1.38
H -0.28 -2.02 -0.12
H -2.53 -0.77 0.62
H -1.16 -0.68 1.68
N 2.99 -0.62 -0.33
N 1.78 -1.04 -0.52
Cl -1.60 1.49 0.39

For the relative energy (zero: lowest compared OMol25 entry of this formula, charge and spin), the calculation gives 101.7 kcal/mol. The value obtained for the HOMO energy is -8.15 eV. The value obtained for the energy is -688.0548 Eh. For the orbital gap, the calculation gives 8.70 eV. As for the charge: 0. Its LUMO energy is 0.547 eV.

Charges per atom according to Löwdin partitioning, unit e:
1 C -0.20
2 C -0.29
3 C -0.60
4 H 0.16
5 H 0.23
6 H 0.03
7 H 0.12
8 H 0.11
9 H 0.08
10 H 0.11
11 N -0.12
12 N -0.16
13 Cl 0.52

=====

4.
A 2-piece molecular cluster, C5H11ClNO4P overall, computed with ωB97M-V with the def2-TZVPD basis set.

Cartesian coordinates (Å):
O -2.37 0.49 -1.64
P -2.15 0.85 -0.12
Cl -1.27 2.76 -0.13
C -0.54 -0.10 0.12
C -0.71 -1.55 0.58
C 0.66 -1.76 1.22
N 0.66 -0.63 2.19
C 0.22 0.56 1.30
H -1.46 0.62 -2.12
H 0.00 -0.10 -0.83
H -1.50 -1.54 1.35
H -0.86 -2.31 -0.18
H 0.91 -2.73 1.63
H 1.37 -1.43 0.46
H 1.53 -0.45 2.68
H -0.09 -0.78 2.86
H 1.08 1.12 0.97
H -0.45 1.13 1.94
C 1.06 0.98 -2.83
O -0.20 0.77 -2.88
O 1.47 1.72 -1.68
O 1.93 0.62 -3.58
H 0.63 1.94 -1.26

The value obtained for the HOMO energy is -8.32 eV. The value obtained for the energy is -1354.4001 Eh. For the orbital gap, the calculation gives 7.34 eV. As for the charge: 0. Its LUMO energy is -0.982 eV.

Charges per atom according to Löwdin partitioning, unit e:
1 O -0.37
2 P 0.59
3 Cl 0.29
4 C -0.49
5 C -0.15
6 C -0.11
7 N 0.06
8 C -0.15
9 H -0.01
10 H 0.09
11 H 0.11
12 H 0.13
13 H 0.13
14 H 0.14
15 H 0.18
16 H 0.17
17 H 0.12
18 H 0.09
19 C -0.76
20 O -0.08
21 O -0.01
22 O 0.04
23 H -0.03

=====

5.
C18H16CrN6O2S2 as an isolated structure, computed with ωB97M-V with the def2-TZVPD basis set.

Cartesian coordinates (Å):
Cr 0.48 0.46 -0.84
N 4.13 2.73 -1.63
C 2.92 2.11 -1.56
S 2.82 0.73 -0.47
N 1.95 2.57 -2.29
N 0.77 1.92 -2.11
C -0.32 2.32 -2.76
C -1.51 1.63 -2.47
C -2.77 1.88 -3.08
C -3.85 1.14 -2.72
C -3.72 0.12 -1.75
C -2.49 -0.08 -1.19
N -1.41 0.64 -1.51
H 4.93 2.28 -1.24
H 4.25 3.45 -2.33
H -0.27 3.14 -3.46
H -2.84 2.66 -3.83
H -4.82 1.33 -3.18
H -4.56 -0.49 -1.45
H -2.34 -0.85 -0.43
O 0.17 -0.56 1.00
C 0.15 0.60 1.54
O 0.07 1.61 0.79
C 0.28 0.78 3.01
C -0.18 -0.19 3.89
C -0.03 -0.01 5.26
C 0.59 1.14 5.74
C 1.04 2.11 4.85
C 0.88 1.94 3.49
H -0.65 -1.09 3.50
H -0.40 -0.75 5.95
H 0.71 1.28 6.80
H 1.53 3.00 5.22
H 1.23 2.68 2.78
S 0.80 -1.13 -2.67
C 0.49 -2.65 -2.00
N 0.45 -2.82 -0.63
C 0.28 -4.02 -0.06
C 0.11 -5.12 -0.84
C 0.10 -4.90 -2.22
N 0.29 -3.73 -2.78
H 0.54 -2.00 -0.04
H 0.31 -4.04 1.03
H -0.03 -6.10 -0.41
H -0.06 -5.73 -2.91

For the relative energy (zero: lowest compared OMol25 entry of this formula, charge and spin), the calculation gives 5.3 kcal/mol. The value obtained for the HOMO energy (spin up / spin down) is -5.19 / -7.34 eV. The value obtained for the energy is -3015.4775 Eh. For the orbital gap (spin up / spin down), the calculation gives 4.57 / 6.68 eV. The expectation value of S² is 6.051. As for the charge: 0. As for the multiplicity: 5. Its LUMO energy (spin up / spin down) is -0.626 / -0.651 eV.

Charges per atom according to Löwdin partitioning, unit e:
1 Cr 0.48
2 N 0.05
3 C -0.83
4 S 0.64
5 N 0.01
6 N -0.21
7 C -0.09
8 C -0.27
9 C -0.03
10 C -0.08
11 C -0.09
12 C -0.14
13 N -0.06
14 H 0.07
15 H 0.09
16 H 0.12
17 H 0.11
18 H 0.10
19 H 0.09
20 H 0.11
21 O -0.12
22 C -0.58
23 O -0.04
24 C -0.13
25 C -0.02
26 C -0.08
27 C -0.08
28 C -0.07
29 C 0.00
30 H 0.11
31 H 0.10
32 H 0.10
33 H 0.11
34 H 0.13
35 S 0.80
36 C -0.73
37 N 0.09
38 C -0.04
39 C -0.04
40 C -0.10
41 N 0.08
42 H 0.08
43 H 0.14
44 H 0.11
45 H 0.12